{
  "formula": "CH8NO",
  "method": "ωB97M-V with the def2-TZVPD basis set",
  "symbols": ["C", "N", "H", "H", "H", "H", "H", "H", "H", "H", "O"],
  "coordinates": [[-0.42719, -1.58427, 0.11332], [0.81491, -0.85287, -0.35264], [-0.95723, -1.97678, -0.78316], [-0.02243, -2.56476, 0.41182], [-0.95436, -1.05496, 0.88157], [0.84917, -0.95842, -1.45018], [1.66193, -1.20001, 0.05660], [0.71068, 0.20092, -0.21471], [-1.33024, 3.23706, 0.51734], [0.10340, 3.67140, 0.67116], [-0.44863, 3.08270, 0.14889]],
  "nbo_charge": [-0.432, -0.697, 0.250, 0.238, 0.257, 0.463, 0.448, 0.472, 0.481, 0.480, -0.959],
  "e_above_lowest_ev": 0.942,
  "e_tot_ev": -4697.10190,
  "e_lumo_ev": -4.05,
  "total_charge": 1,
  "homo_lumo_gap_ev": 10.99
}